{"formula": "H3N3O", "method": "ωB97M-V with the def2-TZVPD basis set", "total_charge": 0, "homo_lumo_gap_ha": 0.2260, "smiles": "[H]/N=N\\[H].N=O", "relative_energy_kj_mol": 636.1, "homo_energy_ev": -6.631, "symbols": ["H", "H", "H", "N", "N", "N", "O"], "positions_angstrom": [[-3.31140, 1.06113, -0.37944], [-1.19355, -0.71398, 0.59154], [3.95727, 0.64684, -0.31419], [-3.07633, 0.03086, -0.05925], [-2.16396, -0.56248, 0.13483], [3.29418, 0.09410, 0.31788], [2.49378, -0.55645, -0.29136]], "forces_ev_per_a": [[2.17, 0.22, 1.33], [-0.88, 2.57, -1.66], [-0.53, -0.45, -0.31], [-11.91, 6.18, -4.29], [10.64, -8.98, 4.62], [-0.17, -0.13, 0.46], [0.68, 0.58, -0.15]]}

=====

{"formula": "H3N3O2", "method": "ωB97M-V with the def2-TZVPD basis set", "total_charge": 0, "homo_lumo_gap_ha": 0.3835, "smiles": "NN[N+](=O)[O-]", "relative_energy_kj_mol": 117.1, "homo_energy_ev": -9.760, "symbols": ["N", "N", "N", "O", "O", "H", "H", "H"], "positions_angstrom": [[0.49455, -1.14200, -0.30889], [0.53396, 0.26185, 0.01951], [-0.60845, 0.83977, 0.48892], [-1.48376, 0.03661, 0.61840], [-0.71228, 2.03076, 0.65760], [-0.22752, -1.63051, 0.22402], [0.44981, -1.14998, -1.34624], [1.55369, 0.75349, -0.35332]], "forces_ev_per_a": [[1.07, 1.58, -0.79], [4.50, 0.07, -1.16], [0.52, 0.27, -1.64], [-1.91, -0.98, 0.94], [0.97, 0.46, 0.20], [0.15, 0.51, -0.66], [-0.74, -0.69, 1.19], [-4.57, -1.23, 1.92]]}